C13H19NO3Si | the ωB97M-V functional and the def2-TZVPD basis

SMILES ... Cc1ccc([Si]23OCCN(CCO2)CCO3)cc1
Orbital gap ... 9.33 eV
E ... -29300.881 eV

Each line ends with the Mulliken charge.
Cartesian coordinates (Å):
C 5.399 -0.158 2.132  -1.22
C 3.963 0.024 1.742  0.66
C 3.688 0.846 0.581  -0.68
C 2.415 0.827 -0.006  -0.42
C 1.439 0.067 0.544  -0.11
Si -0.196 -0.057 -0.195  0.20
O -1.149 -0.495 1.058  -0.14
C -2.331 -1.211 0.896  -0.46
C -3.470 -0.600 0.051  -0.83
N -3.006 -0.075 -1.218  0.18
C -2.430 -1.003 -2.202  -0.89
C -0.923 -0.721 -2.661  -0.33
O -0.135 -0.936 -1.591  -0.30
C -2.801 1.422 -1.324  -1.10
C -1.776 2.035 -0.397  -0.29
O -0.496 1.582 -0.559  -0.34
C 1.647 -0.652 1.726  -0.17
C 2.834 -0.634 2.356  -0.72
H 5.558 -0.850 3.038  0.30
H 5.901 0.777 2.107  0.34
H 5.728 -0.635 1.220  0.33
H 4.355 1.551 0.136  0.34
H 2.076 1.469 -0.786  0.45
H -1.958 -2.145 0.555  0.37
H -2.664 -1.426 1.922  0.44
H -4.311 -1.295 -0.106  0.32
H -3.891 0.308 0.508  0.37
H -3.040 -1.197 -3.098  0.40
H -2.449 -2.020 -1.717  0.30
H -0.954 0.256 -3.092  0.28
H -0.672 -1.384 -3.505  0.46
H -3.720 1.932 -1.317  0.50
H -2.669 1.711 -2.387  0.35
H -1.970 1.843 0.619  0.35
H -1.725 3.111 -0.561  0.44
H 0.818 -1.168 2.176  0.37
H 2.918 -1.099 3.353  0.30